No. 1
ORCA calculation (the ωB97M-V functional and the def2-TZVPD basis) on a single C17H17N3O3S molecule in a non-equilibrium geometry.

Geometry as XYZ:
```
41
Properties=species:S:1:pos:R:3:nbo_charge:R:1
S 1.3065 2.0864 0.9208 2.075
O 0.9696 2.2946 2.3540 -0.896
O 1.4330 3.3489 0.1956 -0.891
O 3.2978 0.0983 1.5709 -0.372
N 4.8901 -2.1590 2.6251 -0.386
N 3.5539 1.0684 -0.4083 -0.221
N 4.5486 0.1682 -0.2211 -0.290
C -0.0663 1.1611 0.1198 -0.616
C -1.3892 1.9571 -0.0440 -0.403
C -5.2307 1.0893 -2.7794 -0.223
C -4.7905 0.7811 -1.4704 0.007
C -6.1598 -1.2426 -1.5139 -0.187
C 5.7666 -2.9948 3.1940 0.034
C -5.2679 -0.3936 -0.8439 -0.233
C -6.1903 0.2603 -3.4002 -0.195
C -3.8374 1.6767 -0.7138 -0.424
C 6.5708 -1.5559 1.0662 -0.208
C 2.7821 1.0109 0.6580 0.145
C 4.3840 -0.3868 0.9350 0.471
C 7.4972 -2.4364 1.6705 -0.157
C 5.2759 -1.4261 1.5792 0.120
C 7.0604 -3.1506 2.7958 -0.235
C -6.6548 -0.9113 -2.7804 -0.231
C -2.4933 0.9589 -0.4810 -0.384
H -6.4611 -2.1574 -1.0350 0.210
H -2.6431 0.1947 0.3006 0.204
H 8.5032 -2.5265 1.3516 0.223
H 0.2360 0.8631 -0.8803 0.239
H -1.6196 2.4931 0.9005 0.226
H -3.6763 2.6235 -1.2505 0.211
H -7.3503 -1.5819 -3.2734 0.217
H -4.9343 1.9961 -3.2567 0.211
H -1.2073 2.7239 -0.8235 0.222
H 6.8433 -0.9955 0.2179 0.236
H -4.9294 -0.6754 0.1718 0.211
H 5.4617 -3.6583 4.0073 0.198
H -0.2259 0.2229 0.6593 0.235
H -4.2865 1.9152 0.2519 0.217
H 7.7070 -3.7771 3.3819 0.223
H -6.5431 0.5850 -4.3570 0.211
H -2.1308 0.4514 -1.3946 0.206
```

## Properties
SMILES = O=S(=O)(CCCCc1ccccc1)c1nnc(-c2ccccn2)o1
2S+1 = 1
E_HOMO = -0.3362 hartree
LUMO energy = -0.412 eV
E_tot = -39350.360 eV
Gap between HOMO and LUMO = 0.32100 Ha

No. 2
ORCA calculation (the ωB97M-V functional and the def2-TZVPD basis) on a single C3H7NO2 molecule in a non-equilibrium geometry.

Geometry as XYZ:
```
13
Properties=species:S:1:pos:R:3:nbo_charge:R:1
O 0.0299 2.1642 -1.3637 -0.682
O 1.2468 -0.6796 -1.2062 -0.607
N -0.3332 -0.4105 0.4849 -0.626
C 0.6894 1.5022 -0.3305 -0.112
C 0.5908 -0.0136 -0.4249 0.621
C -0.6233 -1.8308 0.6722 -0.427
H -1.6841 -2.0560 0.5275 0.201
H -0.0529 -2.3977 -0.0800 0.244
H -0.8975 1.9052 -1.2986 0.464
H -0.5545 0.4523 1.0555 0.401
H 0.1527 1.7742 0.7163 0.110
H -0.3154 -2.1842 1.6600 0.200
H 1.7514 1.7742 -0.4126 0.213
```

## Properties
SMILES = CNC(=O)CO
2S+1 = 1
E_HOMO = -0.3525 hartree
LUMO energy = 0.631 eV
E_tot = -8808.826 eV
Gap between HOMO and LUMO = 0.37566 Ha

No. 3
ORCA calculation (the ωB97M-V functional and the def2-TZVPD basis) on a single C20H29N3O molecule in a non-equilibrium geometry.

Geometry as XYZ:
```
53
Properties=species:S:1:pos:R:3:nbo_charge:R:1
O -0.1125 2.0599 -2.4425 -0.749
N 1.8751 1.1108 -0.4725 -0.524
N -2.7797 -3.2824 -0.1804 -0.368
N 0.6783 -1.3768 0.4992 -0.440
C 2.6942 -0.0793 -0.3587 -0.180
C 0.0228 -2.7240 0.4910 -0.244
C 1.6566 -1.3859 -0.6920 -0.226
C -1.0749 2.0668 -1.6062 -0.019
C 3.2518 2.4856 -2.7079 -0.623
C -2.5285 -2.7560 1.3898 0.164
C -3.9703 -3.4504 -0.1784 0.108
C -5.1156 -3.3964 0.5671 -0.302
C -1.5773 -2.5241 3.8801 -0.222
C 0.3291 1.1494 0.1609 -0.001
C -4.8192 -3.1862 1.8214 -0.045
C -0.5223 2.3282 -0.1387 -0.476
C -0.7990 -2.3905 2.8295 -0.184
C -0.1931 -0.3344 -0.0471 -0.282
C -3.4061 -2.9756 2.3125 -0.193
C 2.4796 3.1392 -1.8819 -0.223
C -1.1064 -2.5269 1.5157 -0.030
C 2.4397 2.3257 -0.4283 -0.202
C 3.2276 4.6230 -1.3995 -0.631
C -2.9373 -2.7685 3.4686 -0.120
H 2.6431 5.2888 -0.5971 0.217
H 3.0143 0.0718 0.7516 0.177
H -4.2691 -3.5369 -1.3628 0.132
H -1.6638 1.0572 -1.5650 0.150
H -0.7200 -2.9016 -0.5608 0.218
H -1.3103 -2.1581 4.8037 0.222
H 4.3480 4.2693 -1.0715 0.200
H 3.4624 -0.1469 -0.9924 0.190
H -1.1200 -0.1328 0.7438 0.211
H 2.7644 1.4780 -3.0255 0.206
H -1.2634 2.3440 0.7017 0.224
H -5.9735 -3.5467 0.4286 0.203
H 0.7098 1.1213 1.3291 0.193
H -0.7076 -0.3317 -1.1058 0.194
H 4.3069 2.1012 -2.3834 0.210
H 0.7909 -3.4208 0.5115 0.217
H -5.6512 -3.1763 2.7990 0.208
H 2.2790 -2.1841 -0.2923 0.198
H 3.2292 2.9596 -3.6411 0.220
H 1.2314 -1.4555 -1.5789 0.187
H 2.1181 2.8761 0.4262 0.176
H -1.6602 3.1585 -1.6361 0.171
H 0.5960 1.3889 -2.0903 0.503
H 0.2334 -2.1173 2.9167 0.208
H 1.5115 3.2059 -1.9809 0.231
H 3.5472 2.0124 -0.1147 0.163
H 0.0760 3.0366 -0.0326 0.199
H 3.4115 5.1083 -2.3138 0.196
H -3.6468 -2.5007 4.5312 0.188
```

## Properties
SMILES = CC(C)CN1CCN(Cc2cccc3cccnc23)C[C@@H]1CCO
2S+1 = 1
E_HOMO = -0.2792 hartree
LUMO energy = 0.319 eV
E_tot = -27711.456 eV
Gap between HOMO and LUMO = 0.29097 Ha

No. 4
ORCA calculation (the ωB97M-V functional and the def2-TZVPD basis) on a single C3H2ClF3 molecule in a non-equilibrium geometry.

Geometry as XYZ:
```
9
Properties=species:S:1:pos:R:3:nbo_charge:R:1
Cl -2.2143 0.0246 -0.0581 0.059
F 1.6046 -0.7876 0.1660 -0.320
F 1.3066 1.6411 -0.2696 -0.293
F 0.1066 -1.9762 -0.7287 -0.346
C 0.0303 1.3408 -0.3200 0.266
C 0.3029 -1.0744 0.2863 0.542
C -0.5257 0.1545 -0.0070 -0.239
H -0.6881 2.2432 -0.2897 0.180
H 0.0773 -1.5661 1.2207 0.151
```

## Properties
SMILES = F/C=C(/Cl)C(F)F
2S+1 = 1
E_HOMO = -0.3650 hartree
LUMO energy = 0.820 eV
E_tot = -23817.037 eV
Gap between HOMO and LUMO = 0.39517 Ha

No. 5
ORCA calculation (the ωB97M-V functional and the def2-TZVPD basis) on a molecular structure, C59H70FGeN6O5Sr in a non-equilibrium geometry.

Geometry as XYZ:
```
143
Properties=species:S:1:pos:R:3:mulliken_charge:R:1
Sr 0.3566 -0.5136 0.1522 1.676
Ge -5.8368 -0.5408 1.6350 1.172
F 0.2280 1.2896 -1.3157 -0.057
O -1.0502 -1.8895 -3.8840 -0.552
O -1.8426 2.2528 0.6799 -0.532
O 0.1851 -1.1240 -2.1537 0.051
O 0.3516 2.7151 0.6288 -0.540
O -2.5762 0.1852 1.1477 -0.104
N -1.8234 -2.1150 -1.8174 -0.145
N 1.0748 -2.9088 0.3758 1.053
N 2.6585 0.8300 -0.0638 2.962
N 0.3988 -1.3186 2.4511 1.224
N -0.3939 1.8276 1.0027 0.477
N -1.7094 -1.9131 -0.4433 0.461
C 4.4250 0.9437 1.6684 0.451
C 2.4477 1.9667 -0.6892 -0.605
C 1.0207 -2.6278 6.5264 1.858
C 1.4386 -3.6519 -0.6648 -1.373
C 0.4796 -4.0584 6.6789 -1.534
C -2.7802 1.3728 0.9316 0.197
C 3.4586 2.9528 -0.9760 -1.035
C 1.1133 -2.4190 2.7233 -0.649
C -5.2904 1.3960 1.7111 -1.133
C -4.1488 2.0171 0.8844 -0.655
C 6.5039 -0.2682 1.3443 -1.459
C -6.1930 -1.1721 -0.2037 0.609
C -6.5221 -0.7518 -2.5649 -0.800
C 3.3704 3.2416 2.1814 -1.425
C 0.3249 -1.7410 7.5610 -2.035
C 1.6336 -3.1841 1.5637 -0.372
C 1.1072 2.3334 -1.1158 0.779
C 3.3577 -7.2465 1.3735 -1.632
C -4.7433 -1.8558 2.6291 0.870
C 6.0818 -0.6253 0.0814 -1.163
C -10.0499 -0.8838 3.8733 -0.447
C -9.9072 -0.0481 2.7755 -0.726
C -8.6804 0.0593 2.1390 -0.390
C 4.6175 -0.6162 -1.8830 0.645
C -4.3663 -3.0751 2.0791 -0.462
C 3.6682 1.8190 2.6629 0.495
C -0.0425 -1.4444 -4.8044 -0.454
C 5.6760 0.5231 2.1148 -1.378
C 5.0490 0.5326 -2.8050 -1.564
C 2.6045 -4.1687 1.6954 -0.382
C -7.5735 -0.6611 2.5852 0.140
C -6.1600 -0.3120 -1.2988 -0.409
C -6.9666 -2.9344 -1.6721 -0.791
C -0.8253 -1.6496 -2.5973 0.201
C -3.6718 -4.0183 2.8252 -0.766
C -6.9135 -2.0682 -2.7558 -0.485
C 5.1850 -5.5494 1.6889 -1.683
C 3.1754 4.0980 -1.6432 -0.767
C 4.8415 -0.2389 -0.4220 0.541
C 0.7821 -2.1457 5.1060 0.308
C 4.0586 -6.0233 0.7582 1.827
C -4.4380 -1.6127 3.9660 -0.709
C 3.9756 0.5224 0.3947 -0.723
C 3.0157 -4.9295 0.6034 0.448
C 1.2982 -2.8598 4.0254 -0.617
C 0.8601 3.4949 -1.8797 -0.844
C 0.0496 -1.0072 4.7961 -0.493
C 3.2276 -1.1089 -2.2595 -1.311
C -3.3944 -3.7720 4.1598 -0.506
C -3.7912 -2.5714 4.7298 -0.889
C -8.9653 -1.6247 4.3169 -0.743
C 1.8568 4.3944 -2.0857 -1.047
C -6.6251 -2.4840 -0.4057 -0.507
C -0.1245 -0.6515 3.4699 -1.812
C -7.7410 -1.5168 3.6723 -0.024
C 2.5333 -2.6140 6.7994 -1.608
C 4.6745 -6.4205 -0.5866 -1.909
C 2.3834 -4.6598 -0.6064 -0.736
C 2.3954 1.1434 3.1661 -1.038
H -0.1959 -0.3919 -5.0395 0.270
H -0.7094 0.2227 3.2097 0.443
H 2.5390 3.2707 1.4846 0.012
H 3.9407 -6.8787 -1.2495 0.367
H 0.9519 -4.7469 5.9781 0.295
H -4.7424 -0.6761 4.4212 0.448
H 2.7244 -2.9156 7.8295 0.477
H 4.8444 -5.4410 2.7181 0.366
H 2.5537 -7.5981 0.7254 0.379
H 3.1098 3.8603 3.0414 0.541
H 0.9419 -3.4375 -1.6027 0.278
H -0.3927 -0.3903 5.5636 0.639
H -6.5098 -0.0660 -3.4020 0.435
H -6.1961 1.9504 1.4585 0.272
H 5.1031 0.1808 -3.8368 0.508
H 3.0671 -3.2995 6.1406 0.288
H -9.0664 -2.2894 5.1651 0.411
H 3.9701 4.7950 -1.8731 0.474
H -2.6765 -2.4525 -2.2399 0.202
H -4.6460 -3.3054 1.0584 0.412
H -3.3772 -4.9628 2.3809 0.455
H -6.7236 -3.1513 0.4431 0.446
H -5.8704 0.7230 -1.1601 0.225
H -10.7563 0.5194 2.4170 0.394
H 3.0631 -4.3321 2.6580 0.410
H 0.7097 -0.7212 7.5319 0.392
H 1.6608 1.0731 2.3667 -0.063
H -2.4887 -1.3880 -0.0544 -0.033
H -8.5873 0.7108 1.2761 0.340
H -0.5993 -4.0768 6.5163 0.268
H -6.9050 -2.1077 4.0228 0.279
H 7.4673 -0.5868 1.7186 0.442
H 1.6652 5.3090 -2.6275 0.438
H -7.2906 -3.9577 -1.8114 0.431
H 2.9350 -7.0053 2.3498 0.343
H 5.9942 -6.2787 1.6924 0.472
H -5.0966 1.5820 2.7699 0.615
H -1.6546 -2.7931 0.0567 0.067
H 4.3357 1.9229 3.5220 0.818
H 5.3073 -1.4432 -2.0755 0.796
H 0.6771 -4.4205 7.6880 0.481
H -3.6031 -2.3865 5.7798 0.510
H 6.0134 0.8397 3.0935 0.424
H 3.2692 -1.5767 -3.2457 0.601
H 1.8247 -3.7863 4.1999 0.485
H 5.5854 -4.5929 1.3494 0.364
H 4.4708 2.7210 -0.6761 0.708
H 2.5071 -0.2984 -2.2960 0.140
H -4.4261 2.0370 -0.1726 0.125
H -11.0032 -0.9661 4.3783 0.383
H -2.8868 -4.5221 4.7518 0.404
H 2.6209 0.1406 3.5360 0.250
H 2.9371 -1.6113 6.6524 0.355
H 0.5071 -2.1396 8.5582 0.472
H -0.1620 -2.0489 -5.6978 0.307
H 6.7409 -1.2145 -0.5450 0.498
H -7.1992 -2.4144 -3.7400 0.424
H 4.0742 -8.0583 1.5013 0.437
H 2.8822 -1.8569 -1.5481 0.009
H -0.1493 3.6569 -2.2331 0.533
H 5.4618 -7.1548 -0.4211 0.451
H 4.2477 3.6817 1.7085 0.399
H 6.0372 0.8976 -2.5240 0.329
H -4.0019 3.0511 1.1983 0.515
H -0.7545 -1.7217 7.4040 0.347
H 2.6199 -5.2082 -1.5054 0.378
H 4.3492 1.3657 -2.7601 0.196
H 0.9492 -1.5781 -4.3773 0.084
H 1.9704 1.7256 3.9854 0.524
H 5.1186 -5.5561 -1.0824 0.397
```

## Properties
2S+1 = 1
E_HOMO (spin up / spin down) = -0.3495 / -0.3491 hartree
LUMO energy (spin up / spin down) = -2.416 / -2.972 eV
Net charge = +1
E_tot = -141562.656 eV
Gap between HOMO and LUMO (spin up / spin down) = 0.26075 / 0.23991 Ha

No. 6
ORCA calculation (the ωB97M-V functional and the def2-TZVPD basis) on 2 unconnected molecules or ions with the total composition C3H10N2OS in a non-equilibrium geometry.

Geometry as XYZ:
```
17
Properties=species:S:1:pos:R:3:mulliken_spin:R:1
S -0.8749 1.1196 1.7636 0.001
O 0.2773 1.4843 1.0313 0.000
N -1.8239 0.3098 0.5272 0.007
N -1.7943 2.5243 1.8154 0.000
C 1.6104 -0.0462 -1.1259 -0.011
C 1.2612 -2.4988 -1.3065 1.118
C 1.1516 -1.4538 -0.5167 0.748
H 2.2925 -0.0020 -1.9749 0.007
H 1.9946 0.5504 -0.3703 0.008
H -2.2330 -0.5939 0.8754 -0.001
H 0.7610 -1.3144 0.4503 0.026
H 1.6761 -2.3851 -2.3285 0.011
H 0.7512 -3.3756 -0.9844 0.023
H 0.6505 0.4496 -1.3964 0.065
H -2.3226 2.3139 1.0429 0.000
H -1.0652 0.1105 -0.1127 -0.003
H -2.3123 2.8073 2.6102 0.000
```

## Properties
2S+1 = 3
E_HOMO (spin up / spin down) = -0.1876 / -0.3484 hartree
LUMO energy (spin up / spin down) = 0.661 / -1.992 eV
Expectation value of S² = 2.0058
E_tot = -19129.027 eV
Gap between HOMO and LUMO (spin up / spin down) = 0.21191 / 0.27522 Ha

> Which formula does entry 3 have?

C20H29N3O

> Which value of E_tot does entry 6 give?

-19129.027 eV

> What is the formula in the fourth record?

C3H2ClF3